C45H100B2F8N5 | ωB97M-V/def2-TZVPD

Element x y z (Å)
C: 38.75030 -7.12379 35.40946
C: 37.66043 -7.85654 34.61401
C: 38.23314 -8.50611 33.34002
N: 37.18768 -9.34740 32.49043
C: 36.72966 -10.66912 33.15163
C: 37.86269 -11.75122 33.16152
C: 38.49129 -12.01878 31.80254
C: 39.03583 -10.78127 31.16739
C: 37.90223 -9.67654 31.16130
C: 35.86031 -8.55481 32.14496
H: 39.26942 -6.31076 34.90192
H: 39.47195 -7.85887 35.76578
H: 38.29341 -6.76951 36.33349
H: 36.92597 -7.13858 34.24905
H: 37.12686 -8.66058 35.12089
H: 39.06064 -9.20062 33.48490
H: 38.54382 -7.66619 32.71864
H: 36.36868 -10.36170 34.13310
H: 35.97375 -11.07008 32.47639
H: 38.59569 -11.32572 33.84692
H: 37.39444 -12.60967 33.64308
H: 39.30769 -12.72750 31.94149
H: 37.82874 -12.48027 31.07031
H: 39.95154 -10.37744 31.59924
H: 39.47656 -10.91801 30.17989
H: 38.41593 -8.80013 30.76616
H: 37.08173 -9.77520 30.45056
H: 35.21520 -8.21814 32.95650
H: 35.18490 -9.17175 31.55224
H: 36.26722 -7.67811 31.64104
C: 35.07530 -14.36541 34.86092
C: 34.36086 -13.04265 34.97557
C: 32.95501 -12.99040 34.40707
N: 32.15201 -11.67543 34.68459
C: 32.98852 -10.54870 34.04980
C: 32.12755 -9.19156 34.01956
C: 30.79606 -9.42394 33.24162
C: 30.03678 -10.65859 33.67364
C: 30.87379 -11.87735 33.75531
C: 31.73049 -11.60373 36.11491
H: 36.14137 -14.19325 35.00912
H: 34.92004 -14.83933 33.89171
H: 34.74195 -15.10783 35.58603
H: 35.02853 -12.24860 34.64122
H: 34.32153 -12.91443 36.05729
H: 32.37079 -13.85231 34.72941
H: 33.04423 -13.14659 33.33201
H: 33.41003 -10.77550 33.07051
H: 33.88331 -10.51921 34.67156
H: 32.78533 -8.42286 33.61392
H: 32.02862 -8.77462 35.02179
H: 31.00268 -9.57054 32.18147
H: 30.14829 -8.54833 33.19933
H: 29.13558 -10.83462 33.08632
H: 29.51732 -10.49049 34.61704
H: 31.22026 -12.13814 32.75529
H: 30.36474 -12.72838 34.20777
H: 31.23841 -10.64879 36.29944
H: 32.53757 -12.00788 36.72599
H: 30.99028 -12.40383 36.11039
C: 36.53275 -13.52753 38.56345
C: 37.58227 -12.56900 39.17600
C: 36.89533 -11.35885 39.83008
N: 37.90702 -10.34119 40.48476
C: 36.99099 -9.26472 41.10045
C: 37.62683 -8.24317 42.04846
C: 38.57253 -8.90773 43.09833
C: 39.50879 -9.94392 42.39497
C: 38.75600 -11.05453 41.57766
C: 38.79252 -9.68046 39.35293
H: 36.28163 -13.24050 37.54234
H: 35.60918 -13.46570 39.13903
H: 36.86894 -14.56439 38.56014
H: 38.33761 -12.22805 38.46798
H: 38.19132 -13.14633 39.87161
H: 36.24944 -11.68678 40.64457
H: 36.25943 -10.87322 39.08988
H: 36.26703 -9.81303 41.70322
H: 36.34434 -8.86426 40.31972
H: 36.81035 -7.68941 42.51194
H: 38.01347 -7.48822 41.36387
H: 37.99353 -9.37355 43.89574
H: 39.14772 -8.15112 43.63201
H: 40.10177 -10.43646 43.16560
H: 40.20373 -9.46194 41.70733
H: 37.98130 -11.58629 42.13009
H: 39.45759 -11.74303 41.10665
H: 37.97718 -9.65772 38.62989
H: 39.64019 -10.18864 38.89325
H: 38.99241 -8.65999 39.67971
C: 33.25929 -7.64354 42.45918
C: 33.18246 -8.92378 41.62755
C: 31.76708 -9.46894 41.27367
N: 31.72159 -10.92319 40.66681
C: 30.27971 -11.03365 40.18497
C: 29.88951 -12.54369 39.76673
C: 30.34958 -13.62211 40.72604
C: 31.81926 -13.39075 40.96002
C: 32.27803 -12.05645 41.49335
C: 32.57380 -10.96780 39.34458
H: 32.44958 -7.04054 42.04827
H: 34.21565 -7.12087 42.44188
H: 33.01391 -7.86954 43.49688
H: 33.70300 -9.74782 42.11551
H: 33.71095 -8.67707 40.70671
H: 31.29582 -8.82778 40.52874
H: 31.17526 -9.63461 42.17390
H: 29.61418 -10.75957 41.00354
H: 30.03100 -10.41743 39.32096
H: 28.80179 -12.55740 39.69759
H: 30.28704 -12.70207 38.76423
H: 29.81574 -13.49610 41.66797
H: 30.13045 -14.58143 40.25722
H: 32.28016 -14.09512 41.65250
H: 32.36248 -13.63379 40.04681
H: 31.78491 -11.90692 42.45385
H: 33.34429 -11.95568 41.69594
H: 33.59480 -10.59721 39.43580
H: 32.14991 -10.25404 38.63821
H: 32.55179 -11.91474 38.80520
C: 30.89827 -6.67990 36.73100
C: 32.42792 -6.40656 36.72685
C: 32.73536 -5.09292 37.53993
N: 34.29826 -4.74322 37.56731
C: 34.47884 -3.23946 37.84554
C: 36.01552 -2.93051 37.97497
C: 36.75900 -3.86735 38.95448
C: 36.48457 -5.31657 38.67785
C: 35.04369 -5.65395 38.57931
C: 34.88116 -5.05385 36.16204
H: 30.25156 -6.09091 36.08065
H: 30.40186 -6.80664 37.69309
H: 30.68885 -7.73680 36.56611
H: 32.59035 -6.16604 35.67621
H: 32.97763 -7.28210 37.07232
H: 32.46616 -5.29137 38.57735
H: 32.35899 -4.23065 36.98955
H: 33.98954 -3.02369 38.79535
H: 34.03736 -2.76259 36.97045
H: 36.21266 -1.91879 38.32946
H: 36.54872 -2.93085 37.02429
H: 36.57141 -3.68323 40.01231
H: 37.82992 -3.66432 38.94887
H: 36.91866 -5.76305 39.57244
H: 37.03031 -5.59509 37.77636
H: 34.51250 -5.36499 39.48620
H: 34.85001 -6.72400 38.50480
H: 34.24392 -4.69950 35.35182
H: 34.92441 -6.13421 36.02406
H: 35.93180 -4.77524 36.08063
B: 35.40307 -9.02517 37.02653
F: 36.57051 -8.34120 37.35824
F: 34.75235 -8.41530 35.99260
F: 35.65621 -10.27550 36.51248
F: 34.60460 -9.16213 38.10947
B: 40.46271 -5.87593 41.04873
F: 39.62489 -4.79029 40.80248
F: 41.72935 -5.42574 41.06731
F: 40.22015 -6.47904 42.24314
F: 40.27751 -6.73944 39.97247

- energy above the lowest of the compared OMol25 structures with the same formula, charge and spin (kJ/mol) = 716.2
- E_tot (eV) = -78816.07709
- total charge = +3
- frontier orbital gap (eV) = 8.21
- LUMO (eV) = -6.36
- multiplicity = 1


C3H7Cl2NO2Si | ωB97M-V/def2-TZVPD

Element x y z (Å)
C: 1.89470 1.65304 -0.06927
Si: 1.60358 -0.20515 0.01352
Cl: 2.87894 -0.79758 1.48794
Cl: 2.30566 -1.22891 -1.60668
C: -0.14469 -0.72337 0.53935
C: -1.44781 -0.44761 -0.63147
N: -2.67422 -0.69842 0.13662
O: -3.08099 -1.83472 0.16283
O: -3.22902 0.23486 0.67383
H: 2.17239 2.27360 0.80769
H: 2.60348 2.16776 -0.83461
H: 0.79911 1.98408 -0.46544
H: -0.42756 -0.21002 1.56331
H: -0.24028 -1.85095 0.73945
H: -1.50630 -1.02122 -1.64185
H: -1.50701 0.70460 -0.87524

- energy above the lowest of the compared OMol25 structures with the same formula, charge and spin (kJ/mol) = 141.6
- E_tot (eV) = -41731.35528
- frontier orbital gap (eV) = 11.26
- LUMO (eV) = 0.07
- SMILES string = C[Si](Cl)(Cl)CC[N+](=O)[O-]
- multiplicity = 1


C45H59N9O4SSc | ωB97M-V/def2-TZVPD

Element x y z (Å)
Sc: -0.16171 1.19585 -0.41555
O: -1.70712 2.74168 0.78458
C: -1.98462 4.15520 0.78287
C: -0.93410 4.96486 1.51655
C: 0.46685 4.92139 0.87324
C: 1.40621 3.94328 1.51891
C: 2.47069 4.42839 2.27452
C: 3.30577 3.55684 2.94864
C: 3.02622 2.20338 2.88795
C: 1.95267 1.79705 2.12028
N: 1.17687 2.62153 1.40615
H: -1.99261 2.39305 1.63361
H: -2.97161 4.30866 1.22471
H: -2.02567 4.45118 -0.26139
H: -0.88523 4.64358 2.56038
H: -1.28539 5.99929 1.53698
H: 0.92194 5.90909 0.93527
H: 0.36753 4.69348 -0.18470
H: 2.63044 5.49694 2.32708
H: 4.13919 3.93113 3.52957
H: 3.60653 1.46836 3.42954
H: 1.69554 0.75321 2.09264
O: -1.87602 1.20221 -1.40922
N: -2.50886 1.94457 -2.30282
C: -3.69698 1.47929 -2.75567
C: -4.39128 2.18120 -3.69423
C: -3.84262 3.38030 -4.17471
C: -2.63256 3.81725 -3.70828
C: -1.91390 3.08186 -2.74147
S: -0.38585 3.47818 -2.12992
H: -4.00391 0.53898 -2.32016
H: -5.33781 1.80220 -4.04946
H: -4.37274 3.95834 -4.91996
H: -2.18209 4.73024 -4.06984
C: -2.47511 1.92129 3.72157
C: -0.95894 1.68249 3.65652
C: -0.24350 2.60604 4.64289
C: -0.67783 0.21741 3.88202
C: -0.57141 -0.21159 5.20084
C: -0.45995 -1.54807 5.52157
C: -0.47414 -2.47817 4.50323
C: -0.57109 -2.10640 3.16426
C: -0.62717 -3.25336 2.15771
C: 0.38251 -4.36186 2.47668
C: -2.01904 -3.90129 2.12722
C: -0.65447 -0.72749 2.84095
N: -0.74723 -0.36898 1.42236
C: -1.83689 -0.88422 0.89858
C: -2.12373 -1.29183 -0.43677
C: -3.44764 -1.76516 -0.62548
C: -3.84741 -2.37446 -1.77795
C: -2.87871 -2.57843 -2.78272
C: -1.59076 -2.14838 -2.63694
C: -1.16024 -1.41664 -1.48825
N: 0.06571 -0.84901 -1.39240
C: 1.02503 -1.30790 -2.37429
C: 1.24624 -0.59328 -3.56869
C: 2.15841 -1.08310 -4.50133
C: 2.84342 -2.26228 -4.29456
C: 2.61765 -2.96979 -3.12870
C: 1.72422 -2.51869 -2.16122
C: 1.51189 -3.40855 -0.94908
C: 0.39811 -4.43667 -1.20083
C: 2.77799 -4.18233 -0.55355
C: 0.49481 0.67083 -3.92873
C: 1.38694 1.72733 -4.57948
C: -0.71075 0.38649 -4.83249
H: -3.02110 1.31636 2.98899
H: -2.72099 2.97695 3.56508
H: -2.85838 1.64139 4.70413
H: -0.59543 1.92698 2.66535
H: -0.71794 2.59127 5.62590
H: -0.27911 3.63823 4.29083
H: 0.80286 2.32887 4.76907
H: -0.59691 0.52331 5.99507
H: -0.38510 -1.86333 6.55413
H: -0.42182 -3.52942 4.75443
H: -0.41229 -2.86700 1.16120
H: 0.10422 -4.90668 3.37945
H: 1.39986 -3.99694 2.62705
H: 0.40471 -5.08888 1.66730
H: -2.26593 -4.30312 3.11258
H: -2.03624 -4.72562 1.41110
H: -2.80579 -3.20285 1.84755
H: -2.64203 -1.13327 1.59309
H: -4.14932 -1.64672 0.19415
H: -4.85943 -2.73457 -1.90034
H: -3.15647 -3.09441 -3.69457
H: -0.88050 -2.32870 -3.43120
H: 2.32086 -0.52748 -5.41624
H: 3.53817 -2.63359 -5.03745
H: 3.14254 -3.90425 -2.97240
H: 1.20958 -2.76857 -0.11766
H: 0.57802 -4.94523 -2.15142
H: -0.59086 -3.98712 -1.24269
H: 0.39240 -5.19878 -0.42030
H: 2.90323 -5.07265 -1.17292
H: 2.70320 -4.52774 0.47953
H: 3.68533 -3.58765 -0.66466
H: 0.10814 1.08733 -3.00739
H: 1.61684 1.46798 -5.61588
H: 2.32585 1.85720 -4.04091
H: 0.86883 2.68615 -4.58906
H: -0.39964 -0.14938 -5.73361
H: -1.16772 1.32930 -5.14732
H: -1.47240 -0.20940 -4.33009
N: 2.43734 -1.44138 1.97336
N: 3.51984 -1.59120 1.06739
C: 3.68132 -0.78877 0.02548
N: 4.76684 -0.92256 -0.73463
N: 2.65729 0.08042 -0.15535
N: 2.74255 0.96630 -1.12684
O: 1.73258 1.72763 -1.21267
O: 3.67284 1.10865 -1.89330
H: 2.37527 -2.31400 2.48449
H: 1.58886 -1.38640 1.40665
H: 4.24807 -2.22823 1.33606
H: 5.42991 -1.65810 -0.56265
H: 4.84741 -0.34632 -1.55693

- energy above the lowest of the compared OMol25 structures with the same formula, charge and spin (kJ/mol) = 148.4
- E_tot (eV) = -100755.02984
- total charge = +1
- frontier orbital gap (eV) = 6.97
- LUMO (eV) = -2.75
- multiplicity = 1


C33H57NOsP2Si | ωB97M-V/def2-TZVPD

Element x y z (Å)
Os: 0.49588 -1.77475 -1.00532
C: 1.32120 -0.90176 1.60633
C: 0.51260 -2.03321 1.15798
C: 2.46593 -1.95575 -0.11566
C: 2.44637 -0.81088 0.79755
C: 1.40570 -2.88697 0.33622
C: 1.04618 -0.10166 2.83320
H: 0.05627 -0.30668 3.25543
H: 1.10815 0.97891 2.65045
H: 1.77095 -0.33629 3.63026
C: 3.54235 0.17364 1.02763
H: 3.98332 0.06843 2.03645
H: 3.14200 1.19810 0.93498
H: 4.33257 0.03260 0.28580
C: 3.68123 -2.37287 -0.89263
H: 4.36804 -2.98376 -0.28105
H: 4.19970 -1.47748 -1.25629
H: 3.34562 -2.93452 -1.77159
C: 1.56555 -4.35719 0.58257
H: 1.40472 -4.58494 1.65226
H: 2.54300 -4.72290 0.22959
H: 0.79457 -4.91399 0.04653
C: -0.59326 -2.59041 1.99447
H: -0.26451 -2.79990 3.02423
H: -1.00042 -3.50623 1.55922
H: -1.41897 -1.87802 2.04175
C: -2.11417 0.89667 2.45689
C: -3.15249 0.90081 3.31238
C: -4.55323 0.46839 3.03689
C: -4.58916 -1.07040 2.95615
C: -3.75731 -1.56661 1.81470
C: -3.87067 -0.98047 0.60783
C: -3.50015 0.44487 0.34852
C: -2.11362 0.80483 0.96894
H: -4.93802 0.89442 2.10308
H: -5.64374 -1.36584 2.87787
H: -5.22301 0.83267 3.83087
H: -1.85966 1.81125 0.61919
H: -1.14445 1.17842 2.84279
H: -3.03846 1.26004 4.33249
H: -1.29070 0.16235 0.56792
H: -3.49794 0.58848 -0.73882
H: -3.95311 -1.59654 -0.30616
H: -4.24459 1.17039 0.71285
H: -4.21424 -1.53137 3.87517
H: -3.38567 -2.58285 1.93290
P: -1.74281 -0.65616 -2.82547
P: 0.39580 -2.91279 -2.78235
C: -1.75426 -1.84101 -4.29146
C: -0.32248 -2.29942 -4.43713
H: -2.05602 -1.20283 -5.14209
H: -2.45967 -2.69324 -4.21646
H: -0.25455 -3.06710 -5.21987
H: 0.31278 -1.44459 -4.72158
C: 1.69728 -3.92361 -3.58525
H: 2.03959 -4.72710 -2.92375
H: 2.54822 -3.28074 -3.83961
H: 1.34374 -4.37618 -4.52806
C: -0.75627 -4.15570 -2.05409
H: -1.43197 -4.55214 -2.81604
H: -1.35823 -3.70342 -1.25090
H: -0.14908 -4.95276 -1.61122
C: -1.34246 0.74961 -4.02720
H: -1.30745 1.69277 -3.46957
H: -2.13961 0.81285 -4.78636
H: -0.39010 0.55559 -4.53556
C: -3.58493 -0.42146 -3.15111
H: -4.12829 -1.36676 -3.06123
H: -3.72505 -0.09634 -4.18843
H: -4.06058 0.32910 -2.51788
C: 2.18149 2.02096 -1.73254
Si: 2.45501 3.65673 -0.82606
C: 4.27822 3.78892 -0.37915
C: 1.92025 5.12222 -1.87096
N: 1.52861 3.60260 0.61277
C: 1.29784 3.80178 1.88367
C: 2.33238 3.79849 2.89897
C: 2.01423 3.91849 4.24112
C: 0.68291 4.05071 4.65119
C: -0.34645 4.10658 3.69889
C: -0.06301 3.97217 2.35021
H: 3.08855 1.72340 -2.27995
H: 1.36214 2.10960 -2.45968
H: 1.91625 1.20098 -1.04706
H: 4.89089 3.94929 -1.27750
H: 4.45362 4.63149 0.30360
H: 4.63943 2.87616 0.11386
H: 0.93888 4.94892 -2.33463
H: 1.84271 6.02959 -1.25545
H: 2.64293 5.31835 -2.67617
H: 3.36957 3.69010 2.55976
H: 2.82284 3.90097 4.97872
H: 0.43928 4.12529 5.71207
H: -1.38061 4.25330 4.01313
H: -0.85189 3.99532 1.59106

- E_tot (eV) = -65537.78297
- total charge = +2
- frontier orbital gap (spin up / spin down) (eV) = 5.49 / 3.61
- LUMO (spin up / spin down) (eV) = -6.72 / -9.02
- multiplicity = 5
- expectation value of S² = 6.076


C14H24AgF6O6 | ωB97M-V/def2-TZVPD

Element x y z (Å)
Ag: -8.79833 -28.89825 -5.22170
C: -6.62688 -29.85851 -3.39524
O: -8.03011 -30.15627 -3.11587
O: -6.49312 -29.55135 -4.62534
C: -6.15190 -28.74500 -2.42077
F: -6.72193 -28.83508 -1.16893
F: -4.83004 -28.84373 -2.21060
F: -6.38929 -27.49102 -2.81030
C: -8.36106 -31.07673 -2.10982
C: -9.83492 -31.41333 -2.20061
H: -10.42976 -30.61166 -1.75567
H: -10.23995 -31.57142 -3.19958
H: -10.05648 -32.30312 -1.60049
H: -8.26500 -30.60196 -1.12601
H: -7.73824 -31.97668 -2.13951
H: -6.01561 -30.74439 -3.07842
C: -8.58548 -28.24607 -8.35444
O: -9.31204 -27.61486 -7.22457
O: -7.58557 -28.86525 -7.92419
C: -9.58182 -29.14734 -9.10326
F: -8.95901 -29.82655 -10.08900
F: -10.12081 -30.10220 -8.29962
F: -10.61716 -28.51685 -9.69170
C: -10.24364 -26.60197 -7.51150
C: -11.09903 -26.27678 -6.29689
H: -11.53721 -27.17847 -5.87283
H: -10.51313 -25.79691 -5.50929
H: -11.84495 -25.53598 -6.59960
H: -10.95754 -26.87508 -8.29998
H: -9.70993 -25.72068 -7.89931
H: -8.29996 -27.39810 -9.04086
C: -9.78345 -27.41636 -1.35929
C: -9.58927 -26.67415 -2.66088
O: -9.47827 -27.26390 -3.70268
C: -9.44019 -25.18634 -2.58538
H: -10.30550 -26.79162 -0.62856
H: -8.80152 -27.72175 -0.99433
H: -10.39852 -28.30249 -1.50183
H: -8.99762 -24.82574 -3.51343
H: -8.80294 -24.91041 -1.74545
H: -10.41140 -24.69775 -2.47732
C: -9.41565 -32.37497 -6.17978
C: -10.64908 -31.53296 -6.05544
O: -10.60040 -30.45923 -5.51850
C: -11.92815 -32.06585 -6.61408
H: -8.56036 -31.83386 -5.76866
H: -9.17673 -32.58511 -7.22669
H: -9.48155 -33.34452 -5.67844
H: -12.74714 -31.35116 -6.53366
H: -12.21444 -33.02148 -6.17194
H: -11.84098 -32.23714 -7.69410

- energy above the lowest of the compared OMol25 structures with the same formula, charge and spin (kJ/mol) = 0.0
- E_tot (eV) = -47496.95554
- total charge = -1
- frontier orbital gap (eV) = 6.90
- LUMO (eV) = 2.74
- multiplicity = 1


Among the records above, which one has the highest E_tot? C3H7Cl2NO2Si